Entry from OMol25: 11 unconnected molecules or ions with the total composition C55H80F5N10O4P2 (the ωB97M-V functional and the def2-TZVPD basis).

The geometry in ORCA input format:
```
! wB97M-V def2-TZVPD RIJCOSX def2/J DEFGRID3
* xyz 1 1
C -6.212 6.861 4.284
C -5.880 6.284 2.810
O -4.879 5.240 2.967
P -3.684 5.283 1.779
O -2.453 4.573 2.384
C -4.100 4.359 0.206
C -4.199 2.759 0.424
C -3.203 2.032 -0.626
P -3.824 0.347 -1.183
F -3.946 -0.762 0.055
C -2.640 -0.269 -2.535
C -2.461 -1.874 -2.520
C -0.935 -2.311 -2.813
C -0.585 -3.639 -1.961
C 0.215 -4.728 -2.807
O 0.163 -6.066 -2.233
C 0.317 -6.032 -0.801
C -5.519 0.519 -2.056
F -5.672 1.774 -2.651
F -5.569 -0.468 -3.069
C -6.770 0.255 -1.073
F -7.321 -0.991 -1.437
F -7.719 1.282 -1.255
O -3.173 6.828 1.338
C -2.803 7.641 2.495
C -1.471 8.463 2.127
H -7.332 7.053 4.410
H -5.916 6.145 5.109
H -5.697 7.859 4.481
H -6.872 5.926 2.393
H -5.546 7.179 2.202
H -3.204 4.509 -0.495
H -5.001 4.743 -0.363
H -5.247 2.427 0.133
H -4.014 2.446 1.495
H -3.142 2.672 -1.575
H -2.175 1.866 -0.165
H -3.108 0.001 -3.544
H -1.636 0.274 -2.494
H -3.089 -2.304 -3.371
H -2.840 -2.366 -1.572
H -0.203 -1.473 -2.557
H -0.778 -2.522 -3.928
H 0.107 -3.317 -1.108
H -1.550 -4.103 -1.588
H -0.268 -4.817 -3.843
H 1.310 -4.478 -2.979
H -0.676 -5.847 -0.278
H 1.058 -5.233 -0.447
H 0.707 -7.036 -0.423
H -6.454 0.268 0.017
H -2.681 7.018 3.436
H -3.644 8.412 2.618
H -1.262 8.461 1.004
H -1.580 9.563 2.411
H -0.557 8.033 2.646
N 4.229 -3.061 -3.529
C 3.395 -2.311 -4.316
C 3.893 -1.032 -4.361
C 5.074 -1.010 -3.576
C 5.257 -2.277 -3.078
H 4.104 -4.036 -3.316
H 2.522 -2.751 -4.773
H 3.457 -0.204 -4.899
H 5.718 -0.163 -3.397
H 6.028 -2.686 -2.443
N 0.231 3.814 -1.649
C -0.149 4.788 -2.534
C 0.450 4.521 -3.740
C 1.215 3.339 -3.579
C 1.059 2.924 -2.279
H -0.054 3.761 -0.684
H -0.810 5.586 -2.229
H 0.348 5.110 -4.639
H 1.813 2.847 -4.331
H 1.466 2.075 -1.750
N -6.181 7.700 -0.786
C -6.831 8.901 -0.692
C -8.126 8.716 -1.109
C -8.266 7.351 -1.463
C -7.051 6.748 -1.251
H -5.215 7.541 -0.550
H -6.317 9.781 -0.338
H -8.889 9.478 -1.153
H -9.157 6.864 -1.831
H -6.732 5.726 -1.392
N -10.286 2.596 -2.225
C -9.798 3.745 -2.788
C -10.856 4.593 -3.003
C -12.025 3.934 -2.548
C -11.642 2.705 -2.070
H -9.734 1.797 -1.965
H -8.744 3.859 -2.988
H -10.796 5.579 -3.439
H -13.034 4.316 -2.566
H -12.216 1.901 -1.636
N 2.421 -5.363 2.393
C 2.303 -6.572 3.025
C 1.465 -6.408 4.099
C 1.056 -5.051 4.113
C 1.660 -4.432 3.047
H 2.980 -5.187 1.575
H 2.826 -7.442 2.658
H 1.176 -7.179 4.797
H 0.394 -4.581 4.823
H 1.615 -3.411 2.699
N 7.288 -2.110 -6.023
C 8.103 -1.631 -7.014
C 9.290 -2.319 -6.957
C 9.187 -3.251 -5.896
C 7.941 -3.102 -5.340
H 6.355 -1.785 -5.827
H 7.769 -0.844 -7.672
H 10.138 -2.168 -7.607
H 9.941 -3.954 -5.574
H 7.463 -3.613 -4.518
N 6.848 -6.421 -3.497
C 7.771 -6.425 -2.484
C 8.836 -7.191 -2.885
C 8.549 -7.663 -4.191
C 7.318 -7.170 -4.543
H 5.965 -5.943 -3.477
H 7.589 -5.884 -1.568
H 9.725 -7.390 -2.305
H 9.175 -8.293 -4.804
H 6.737 -7.288 -5.445
N -0.453 -2.538 7.220
C -0.124 -1.561 8.120
C 0.379 -2.173 9.243
C 0.357 -3.570 9.008
C -0.159 -3.765 7.751
H -0.848 -2.379 6.309
H -0.276 -0.519 7.886
H 0.725 -1.670 10.134
H 0.682 -4.346 9.684
H -0.342 -4.669 7.190
N -0.396 1.787 9.711
C -1.228 2.544 8.931
C -0.725 3.821 8.890
C 0.458 3.833 9.671
C 0.637 2.564 10.162
H -0.524 0.811 9.920
H -2.105 2.111 8.474
H -1.159 4.654 8.358
H 1.107 4.677 9.852
H 1.408 2.148 10.792
N 12.038 -6.981 -0.327
C 12.850 -6.500 -1.320
C 14.038 -7.186 -1.264
C 13.937 -8.120 -0.202
C 12.692 -7.972 0.355
H 11.106 -6.657 -0.131
H 12.514 -5.713 -1.977
H 14.885 -7.034 -1.916
H 14.692 -8.822 0.117
H 12.215 -8.484 1.177
*
```

LUMO energy   -4.63 eV
HOMO level   -9.08 eV

Here are the Löwdin charges for atoms 1 to 5, given in e:
1. C -0.072
2. C -0.273
3. O -0.228
4. P 0.656
5. O -0.336